[1]
15
Properties=species:S:1:pos:R:3:mulliken_charge:R:1 method="wB97M-V/def2-TZVPD" lumo_energy_ev=0.679 mol_weight_g_mol=113.1 homo_ev=-9.16 total_charge=0 energy_ev=-10775.3643 multiplicity=1
C 0.58 0.09 1.16 -0.65
C -0.51 0.46 0.38 0.69
C -1.27 -0.86 0.24 -0.55
C -1.44 -0.52 -1.23 0.34
H 2.09 0.40 -0.97 0.25
H 3.29 0.02 -0.02 0.28
H 0.52 -0.48 2.12 0.42
H -1.21 1.27 0.93 0.21
H -0.77 -1.84 0.76 0.35
H -2.31 -0.64 0.56 0.23
H -0.58 1.42 -1.67 0.25
N 2.40 0.67 -0.07 -0.61
N 1.78 0.17 1.05 -0.24
N -0.39 0.57 -1.10 -0.42
O -2.19 -0.72 -2.14 -0.55

=====

[2]
15
Properties=species:S:1:pos:R:3:mulliken_charge:R:1 method="wB97M-V/def2-TZVPD" lumo_energy_ev=0.136 mol_weight_g_mol=113.1 homo_ev=-8.89 total_charge=0 energy_ev=-10774.9270 multiplicity=1
C 1.05 -0.71 -0.44 -0.27
C 0.76 0.51 0.57 -0.71
C -2.22 0.06 0.32 -0.16
C -1.79 -1.08 0.98 0.34
H 2.47 -0.04 -1.88 0.34
H 1.98 -1.24 0.05 0.25
H 0.18 -1.37 -0.58 0.37
H 1.80 1.22 0.30 0.26
H 0.56 0.27 1.62 0.39
H -0.08 2.16 -0.62 0.29
H -3.20 0.06 0.05 0.46
N -0.27 1.33 0.00 0.17
N -1.63 1.11 -0.07 -0.64
N -1.04 -1.99 1.43 -0.51
O 1.44 -0.28 -1.72 -0.58

=====

[3]
16
Properties=species:S:1:pos:R:3:mulliken_charge:R:1 method="wB97M-V/def2-TZVPD" lumo_energy_ev=0.806 mol_weight_g_mol=129.1 homo_ev=-8.41 total_charge=0 energy_ev=-12819.6880 multiplicity=1
C -1.21 -0.97 0.58 -0.58
C -1.80 -0.39 -0.75 0.12
C 0.55 1.58 -0.51 -0.36
C 1.19 0.30 -0.04 0.46
H 1.66 -1.91 0.89 0.39
H -1.57 -0.27 1.50 0.28
H -1.63 -1.97 0.65 0.34
H -2.45 -1.21 -1.07 0.33
H 0.45 1.40 -1.62 0.35
H 0.95 2.60 -0.10 0.34
H 2.78 0.86 -0.44 0.26
N 0.28 -0.68 0.70 0.12
N -1.53 0.83 -1.09 -0.61
N 2.39 -0.03 -0.24 -0.73
O 0.85 -1.62 1.56 -0.47
O -0.92 1.49 -0.03 -0.25

=====

[4]
16
Properties=species:S:1:pos:R:3:mulliken_charge:R:1 method="wB97M-V/def2-TZVPD" lumo_energy_ev=0.791 mol_weight_g_mol=129.1 homo_ev=-8.41 total_charge=0 energy_ev=-12823.0591 multiplicity=1
C 2.25 -0.71 -0.51 -0.75
C 1.04 0.89 0.83 -0.90
C -1.21 -0.55 -0.15 0.55
C -3.03 0.53 -0.41 0.01
H 3.08 -0.15 -0.97 0.29
H 2.07 -1.59 -1.17 0.28
H 2.61 -1.09 0.49 0.30
H 1.14 0.26 1.71 0.40
H 1.94 1.59 0.80 0.33
H 0.16 1.60 0.74 0.23
H -3.65 1.29 -0.89 0.39
N 0.99 0.01 -0.35 0.07
N -0.03 -0.94 -0.07 -0.45
N -3.44 -0.47 0.27 -0.26
O -1.70 0.57 -0.75 -0.29
O -2.24 -1.23 0.44 -0.20

=====

[5]
16
Properties=species:S:1:pos:R:3:mulliken_charge:R:1 method="wB97M-V/def2-TZVPD" lumo_energy_ev=0.376 mol_weight_g_mol=129.1 homo_ev=-10.01 total_charge=0 energy_ev=-12822.4493 multiplicity=1
C 0.54 1.28 -1.14 -1.08
C -0.43 1.25 0.00 -0.28
C -0.10 -1.17 0.21 0.57
C -1.40 -1.58 -0.30 0.33
H 0.36 2.21 -1.68 0.38
H 1.53 1.19 -0.76 0.29
H 0.32 0.38 -1.81 0.27
H -1.51 1.20 -0.29 0.37
H -0.19 2.07 0.66 0.31
H -0.94 0.27 2.57 0.35
H 2.64 -2.12 0.46 0.40
N -0.13 0.11 0.87 -0.13
N 0.93 -1.89 -0.08 -0.51
N -2.37 -1.82 -0.89 -0.46
O -1.28 -0.01 1.73 -0.46
O 2.04 -1.36 0.45 -0.33

=====

[6]
16
Properties=species:S:1:pos:R:3:mulliken_charge:R:1 method="wB97M-V/def2-TZVPD" lumo_energy_ev=0.773 mol_weight_g_mol=129.1 homo_ev=-7.37 total_charge=0 energy_ev=-12822.7937 multiplicity=1
C 1.69 1.61 -1.18 -0.91
C 0.03 -0.06 -0.64 0.30
C 0.14 -1.40 -0.53 -0.41
C -1.09 -0.72 1.14 0.41
H 2.53 1.13 -0.73 0.33
H 1.40 2.37 -0.41 0.28
H 1.98 2.17 -2.15 0.28
H 0.81 0.20 -2.44 0.32
H 0.54 -2.19 -1.07 0.48
H -1.30 -2.62 0.32 0.27
H -2.50 0.43 3.39 0.40
N 0.65 0.65 -1.48 -0.22
N -0.56 -1.95 0.62 -0.31
N -1.64 -0.66 2.25 -0.50
O -2.01 0.61 2.52 -0.36
O -0.68 0.45 0.39 -0.36

=====

[7]
15
Properties=species:S:1:pos:R:3:mulliken_charge:R:1 method="wB97M-V/def2-TZVPD" lumo_energy_ev=-1.093 mol_weight_g_mol=129.2 homo_ev=-7.94 total_charge=0 energy_ev=-19563.3605 multiplicity=1
C 1.65 -1.49 -2.01 -0.76
C 0.86 -0.21 -1.63 -0.12
C -0.95 0.69 1.17 0.46
C -1.59 1.96 1.31 -0.16
H 1.77 -2.23 -1.03 0.24
H 1.33 -1.84 -3.04 0.26
H 2.60 -1.07 -2.40 0.25
H 0.70 0.74 -2.20 0.43
H -0.40 -1.20 1.88 0.23
H -1.03 -0.10 3.23 0.23
H -1.70 2.46 0.35 0.32
N 0.31 -0.34 -0.45 -0.35
N -0.59 0.47 -0.03 -0.31
N -0.76 -0.29 2.17 -0.43
S -2.22 2.43 2.69 -0.29

=====

[8]
15
Properties=species:S:1:pos:R:3:mulliken_charge:R:1 method="wB97M-V/def2-TZVPD" lumo_energy_ev=-0.626 mol_weight_g_mol=129.2 homo_ev=-8.83 total_charge=0 energy_ev=-19565.7796 multiplicity=1
C -1.59 1.79 -0.80 -0.99
C -0.57 1.09 0.01 0.50
C -0.46 -0.43 -0.20 0.03
C 0.99 -1.61 1.15 0.06
H -1.59 2.86 -0.50 0.33
H -2.55 1.36 -0.63 0.32
H -1.36 1.70 -1.86 0.28
H -0.60 -1.75 -1.63 0.27
H 1.07 -2.17 2.06 0.35
H 1.99 -0.37 -0.04 0.26
H 2.97 -1.07 1.27 0.28
N -0.74 -0.71 -1.43 -0.59
N -0.23 -1.31 0.90 -0.40
N 2.17 -1.18 0.60 -0.46
S 0.49 1.79 1.10 -0.24

=====

Frontier orbital gap across the listed records, respectively: 9.8 9.0 9.2 9.2 10.4 8.1 6.9 8.2 eV.